# 1
106
Properties=species:S:1:pos:R:3:mulliken_charge:R:1 method="wB97M-V/def2-TZVPD" orbital_gap_ev=6.5 energy_ha=-6114.84511 multiplicity=1 charge=-1
C -1.146 -0.929 -0.512 -0.2590
C -0.195 -0.281 -0.117 0.0590
Nb 1.693 0.720 0.553 -2.0996
I 1.839 2.073 -1.952 -0.2301
C 0.339 2.371 1.388 -0.1415
C -0.591 3.076 0.371 -0.7923
C -1.875 3.568 1.089 -0.9856
C -2.856 2.480 1.410 0.6157
O -3.384 2.384 2.493 -0.6179
O -3.071 1.606 0.402 -0.1287
C -4.435 1.223 0.228 -0.4505
C -4.879 0.058 1.111 -0.9951
C 3.449 2.016 1.190 -0.5531
C 4.228 1.488 2.384 -0.3527
O 5.551 2.075 2.600 -0.3991
C 5.685 3.348 2.183 0.2251
O 5.680 4.305 2.905 -0.5012
C 1.611 -0.167 2.602 -1.1571
C 0.287 -0.851 2.980 0.8236
C 0.210 -0.899 4.528 -1.4508
Cl 0.199 -2.558 2.428 -0.2918
C 3.008 -0.927 -0.357 -0.3584
Br 4.952 -0.495 -0.422 -0.2717
C 2.889 -2.358 0.212 -0.2939
C 1.856 -3.200 -0.567 -1.3822
H -1.978 -1.584 -0.636 0.4498
H 0.901 3.123 1.949 0.5146
H -0.331 1.879 2.111 0.1413
H -0.079 3.951 -0.029 0.4264
H -0.918 2.404 -0.419 0.3140
H -2.379 4.255 0.393 0.4293
H -1.643 4.157 1.974 0.2831
H -4.548 0.903 -0.809 0.3314
H -5.100 2.077 0.371 0.3874
H -4.489 0.146 2.122 0.2952
H -4.560 -0.905 0.709 0.2298
H -5.972 0.061 1.127 0.3571
H 3.034 2.985 1.493 0.7101
H 4.059 2.211 0.309 0.5922
H 4.406 0.416 2.319 0.1466
H 3.653 1.658 3.298 0.2727
H 5.844 3.473 1.101 0.3483
H 2.466 -0.796 2.867 0.8414
H 1.655 0.700 3.275 0.6517
H -0.576 -0.283 2.641 -0.0415
H 1.207 -1.166 4.886 0.3528
H -0.134 0.052 4.929 0.3938
H -0.435 -1.723 4.839 0.3334
H 2.725 -0.999 -1.410 0.6595
H 2.743 -2.418 1.290 0.2201
H 3.848 -2.849 0.021 0.4677
H 1.077 -2.583 -1.015 0.2212
H 2.390 -3.660 -1.405 0.4352
H 1.442 -3.999 0.045 0.2661
O -1.956 -7.290 2.273 -0.7326
P -2.828 -7.781 3.361 1.0318
O -4.330 -7.337 2.967 -0.3275
C -4.937 -7.880 1.793 -0.3476
C -5.491 -9.271 2.039 -0.9754
O -2.500 -6.727 4.561 -0.3002
C -1.216 -6.095 4.668 -0.4104
C -1.313 -4.630 4.304 -1.0109
O -3.311 -8.927 4.393 -0.3269
C -2.570 -9.234 5.590 -0.2048
C -3.349 -8.735 6.784 -1.1124
H -4.220 -7.884 0.968 0.3052
H -5.745 -7.200 1.523 0.3105
H -4.686 -9.985 2.226 0.2456
H -6.061 -9.615 1.174 0.4035
H -6.138 -9.274 2.916 0.2470
H -0.478 -6.600 4.045 0.3673
H -0.897 -6.201 5.709 0.3412
H -1.691 -4.502 3.292 0.2991
H -0.343 -4.149 4.379 0.3860
H -2.010 -4.123 4.976 0.2434
H -1.565 -8.815 5.560 0.2676
H -2.472 -10.320 5.638 0.3684
H -3.474 -7.655 6.743 0.2615
H -2.839 -8.998 7.711 0.3849
H -4.349 -9.173 6.793 0.3155
O 0.260 6.168 -5.377 -0.7463
P 1.483 6.024 -6.197 1.0621
O 2.728 6.166 -5.196 -0.3075
C 2.932 5.173 -4.171 -0.3306
C 3.613 3.942 -4.738 -1.0715
O 1.530 7.480 -6.959 -0.3401
C 0.332 8.199 -7.239 -0.2607
C 0.230 9.410 -6.337 -1.2641
O 2.335 5.304 -7.364 -0.2954
C 2.059 5.518 -8.758 -0.2243
C 3.171 6.352 -9.351 -1.1141
H 1.984 4.913 -3.697 0.3433
H 3.566 5.630 -3.412 0.2412
H 2.955 3.423 -5.439 0.2683
H 3.882 3.247 -3.944 0.3430
H 4.513 4.223 -5.287 0.3214
H -0.546 7.562 -7.131 0.3834
H 0.385 8.516 -8.286 0.3392
H 0.242 9.112 -5.289 0.2965
H -0.688 9.967 -6.534 0.3817
H 1.082 10.073 -6.496 0.2947
H 1.083 5.979 -8.910 0.2702
H 2.036 4.537 -9.236 0.3759
H 3.222 7.329 -8.874 0.2620
H 3.018 6.489 -10.423 0.3840
H 4.134 5.866 -9.190 0.3165

# 2
15
Properties=species:S:1:pos:R:3:mulliken_charge:R:1 method="wB97M-V/def2-TZVPD" orbital_gap_ev=9.7 energy_ha=-304.74214 multiplicity=1 smiles="C=N[C@]1(C)N=C1C" relative_energy_kj_mol=245.1
C -0.529 -2.108 -0.248 -0.3981
C 0.912 0.522 1.811 -1.1154
C -0.165 1.074 -1.785 -1.0395
C 0.021 -0.077 0.752 1.1185
N 0.161 -1.439 0.574 -0.4867
C -0.482 0.756 -0.363 0.0433
N -1.374 0.647 0.496 -0.6070
H -1.439 -1.759 -0.739 0.3174
H -0.295 -3.150 -0.365 0.2811
H 1.964 0.384 1.554 0.2892
H 0.715 0.034 2.765 0.3213
H 0.706 1.589 1.913 0.3401
H 0.234 0.214 -2.318 0.2858
H 0.618 1.835 -1.761 0.2980
H -1.044 1.475 -2.286 0.3519